Record 1
Here is C41H53BF6N6O12P2ReS as an isolated structure from the OMol25 dataset. Energies are from ωB97M-V with the def2-TZVPD basis set.

As for the spin multiplicity: 4. For the total energy, the calculation gives -4609.26352 Ha. The expectation value of S² is 3.78. The gap between HOMO and LUMO (spin up / spin down) is 7.04 / 5.49 eV. The lowest unoccupied orbital energy (spin up / spin down) is -0.0247 / -0.0815 hartree. The charge is 0.

```
123
C41H53BF6N6O12P2ReS (ωB97M-V with the def2-TZVPD basis set)
Re 0.67959 -1.80179 0.87666
F 4.92770 -4.69956 2.23056
C 3.89903 -4.00468 2.75358
C 2.96359 -3.47169 1.89238
C 1.87368 -2.73113 2.36458
C 1.73759 -2.57767 3.76263
C 2.72087 -3.14086 4.57267
F 2.60016 -3.05553 5.91389
C 3.81430 -3.84831 4.11599
C 0.58346 -1.93480 4.45891
C 0.79097 -1.00769 5.47721
C -0.30204 -0.50430 6.15640
C -1.56383 -0.95340 5.81295
C -1.67295 -1.86840 4.77866
N -0.62900 -2.34294 4.09968
H 3.14314 -3.67075 0.85090
H 4.53932 -4.26612 4.79773
H 1.78941 -0.68075 5.73105
H -0.16598 0.22141 6.94702
H -2.44753 -0.59976 6.32395
H -2.63694 -2.23715 4.47475
C 1.47549 4.54981 0.95921
C 0.09025 4.82867 0.41941
C -0.13498 6.27529 0.05387
O -0.08211 4.05066 -0.82163
P -0.61987 2.57451 -0.77450
O -0.37920 1.83466 0.46785
C 0.29479 1.82466 -2.14953
P 0.20396 0.04526 -2.35605
O 0.02227 -0.72428 -1.09712
O 1.53552 -0.40978 -3.06125
C 2.09845 -0.10853 -4.37160
C 1.81596 -1.28427 -5.28739
C 1.63353 1.19566 -4.98795
O -0.88440 -0.25198 -3.44710
C -2.34043 -0.23334 -3.20037
C -2.79107 -1.57419 -2.67320
C -2.96853 0.10412 -4.53313
O -2.11983 2.59494 -1.24102
C -2.81537 3.72855 -1.85270
C -3.05217 3.40546 -3.30922
C -4.09005 3.94545 -1.07726
H 1.62729 5.11320 1.87974
H 2.23590 4.85370 0.23709
H 1.59441 3.48835 1.17709
H -0.66643 4.49163 1.13475
H 0.48535 6.54574 -0.80201
H 0.13611 6.90950 0.89648
H -1.18204 6.46507 -0.17547
H 1.34608 2.05021 -1.95754
H -0.00119 2.29689 -3.08637
H 3.16950 -0.03824 -4.17012
H 0.74634 -1.35849 -5.48667
H 2.15558 -2.22521 -4.86137
H 2.33754 -1.13685 -6.23303
H 0.54937 1.20959 -5.10705
H 2.07722 1.26640 -5.98092
H 1.95347 2.06674 -4.41994
H -2.53552 0.55151 -2.46312
H -2.64624 -2.34283 -3.42685
H -3.85251 -1.52450 -2.43110
H -2.25795 -1.85212 -1.76623
H -2.71133 -0.66465 -5.26319
H -2.63218 1.06738 -4.90800
H -4.05263 0.13208 -4.42925
H -2.16619 4.60249 -1.76682
H -3.71291 2.54447 -3.40602
H -2.11751 3.19526 -3.83082
H -3.52589 4.25776 -3.79624
H -4.71133 3.04986 -1.12262
H -4.64370 4.77602 -1.51769
H -3.89094 4.17754 -0.03398
C 2.31010 -6.18257 -0.31384
C 1.66819 -6.29046 -1.68942
C 1.26230 -4.95261 -2.36871
C 0.45593 -5.27519 -3.63314
C 0.31390 -4.09060 -4.58045
C 2.53703 -4.23064 -2.77022
O 3.25145 -4.59329 -3.66555
N 2.88663 -3.08761 -2.04013
C 2.15919 -2.63874 -1.00328
O 2.49668 -1.63244 -0.30686
N 1.06174 -3.25031 -0.56925
C 0.38527 -4.17797 -1.37276
O -0.78464 -4.38652 -1.22401
H 2.54823 -7.17852 0.05650
H 1.64870 -5.71409 0.41533
H 3.24565 -5.62027 -0.34412
H 0.75805 -6.88999 -1.63243
H 2.35068 -6.78713 -2.38108
H -0.52137 -5.61409 -3.29047
H 0.94008 -6.10763 -4.14398
H 0.09345 -3.17016 -4.03949
H -0.50005 -4.26148 -5.28397
H 1.22591 -3.93662 -5.15778
H 3.70386 -2.56452 -2.32609
F -1.07239 -2.47761 1.33953
B -2.81021 -2.52651 0.96438
F -3.32095 -1.87924 2.02292
F -3.02179 -3.83580 0.88495
F -2.80594 -1.81260 -0.17824
O -2.68175 5.88882 2.04586
S -2.57964 6.48388 3.36938
O -2.05036 7.82782 3.39127
O -3.70072 6.21340 4.24520
C -1.27841 5.48874 4.14099
N -0.58762 6.01280 5.15249
C 0.32438 5.23859 5.71439
C 0.59221 3.95011 5.27615
C -0.18001 3.50990 4.21566
N -1.11999 4.26159 3.66151
C 0.00369 2.18807 3.56948
C -1.07760 1.53111 2.99444
C -0.85651 0.39120 2.24876
N 0.37762 -0.12811 2.10046
C 1.41932 0.49289 2.68752
C 1.27137 1.64008 3.41470
H 0.87314 5.66463 6.54766
H 1.34663 3.33504 5.74555
H -2.06936 1.95203 3.06512
H -1.67168 -0.10447 1.74363
H 2.39013 0.03687 2.54179
H 2.14507 2.12625 3.82542
```

Record 2
Here is C43H41N5P2SSbSe4Ti as an isolated structure from the OMol25 dataset. Energies are from ωB97M-V with the def2-TZVPD basis set.

As for the spin multiplicity: 2. For the total energy, the calculation gives -13713.47004 Ha. The expectation value of S² is 0.76. The gap between HOMO and LUMO (spin up / spin down) is 5.40 / 5.40 eV. The lowest unoccupied orbital energy (spin up / spin down) is 0.1437 / 0.1437 hartree. The charge is -2.

```
98
C43H41N5P2SSbSe4Ti (ωB97M-V with the def2-TZVPD basis set)
Ti -1.21734 -1.04907 -0.63067
C 3.82653 -4.24516 -1.11270
C 2.66761 -4.84840 -1.90037
N 1.40111 -4.69383 -1.22929
C 0.66401 -3.54963 -1.30710
S -0.63713 -3.38073 -0.20825
N 1.04534 -2.66809 -2.19819
N 0.27127 -1.50865 -2.21488
C 0.41415 -0.88697 -3.32067
C 1.24249 -1.40147 -4.45609
C -0.21985 0.44971 -3.46106
C -0.40191 1.05841 -4.69835
C -0.82045 2.37815 -4.73275
C -0.99818 3.05255 -3.54067
C -0.84072 2.34731 -2.35647
N -0.51155 1.06224 -2.31427
H 4.76777 -4.37314 -1.65375
H 3.65530 -3.17961 -0.95064
H 3.92928 -4.71708 -0.13066
H 2.57725 -4.35917 -2.87006
H 2.83062 -5.91451 -2.08499
H 1.23124 -5.23827 -0.40026
H 0.68389 -2.16382 -5.00751
H 1.52123 -0.59930 -5.13473
H 2.14176 -1.88490 -4.07798
H -0.23964 0.50956 -5.61388
H -0.98341 2.87130 -5.68374
H -1.27975 4.09646 -3.50828
H -0.97654 2.82724 -1.39892
Se -6.34972 -1.22243 -0.05516
Sb -4.22538 -2.38673 -0.29809
Se -2.55172 -1.75645 1.50358
Se -3.02949 -1.38624 -2.31585
Se -4.38798 -4.78972 -0.54568
C -0.57706 3.30419 1.29787
N -0.71673 1.98484 0.71254
P -2.22186 1.34541 0.33789
C -3.22626 2.59018 -0.61986
C -3.44298 3.89195 -0.15786
C -4.19892 4.79269 -0.89003
C -4.78778 4.39522 -2.08633
C -4.61877 3.09501 -2.53080
C -3.83927 2.20117 -1.80633
C -3.22548 1.48750 1.87418
C -4.61248 1.40044 1.81722
C -5.36833 1.40760 2.97858
C -4.75262 1.53292 4.21672
C -3.36918 1.63066 4.28352
C -2.61508 1.59528 3.12016
P 0.60085 0.40649 0.62352
C 1.04253 0.78470 2.36643
C 0.35351 0.11640 3.37782
C 0.67417 0.33056 4.70697
C 1.69101 1.21404 5.05277
C 2.38627 1.87309 4.05120
C 2.06626 1.65590 2.71562
C 1.83569 1.24439 -0.48723
C 1.93143 2.62619 -0.62728
C 2.79701 3.20653 -1.54572
C 3.57609 2.41226 -2.37210
C 3.48815 1.03215 -2.25213
C 2.64424 0.45848 -1.31412
H -1.36213 3.53393 2.02682
H -0.59808 4.11065 0.54588
H 0.37377 3.38505 1.83399
H -3.03989 4.19870 0.79745
H -4.35135 5.79874 -0.51608
H -5.39441 5.09326 -2.65213
H -5.09969 2.76209 -3.44271
H -3.71337 1.17920 -2.14811
H -5.11894 1.26244 0.86922
H -6.44116 1.27916 2.90696
H -5.34551 1.53374 5.12406
H -2.87073 1.71363 5.24296
H -1.53539 1.63498 3.18253
H -0.43496 -0.58160 3.11523
H 0.12483 -0.19989 5.47535
H 1.94212 1.37873 6.09370
H 3.18828 2.55803 4.30254
H 2.63548 2.16160 1.94466
H 1.31432 3.27372 -0.02539
H 2.84380 4.28670 -1.62218
H 4.24271 2.86018 -3.09957
H 4.08115 0.38801 -2.89168
H 2.59159 -0.61978 -1.24013
C 1.82920 -1.11597 0.84776
C 2.34509 -2.11327 1.30952
C 2.91741 -3.34075 1.77168
C 4.29499 -3.47403 1.96136
C 4.83640 -4.67624 2.38795
C 4.01300 -5.76592 2.63945
C 2.64001 -5.63836 2.46583
C 2.09254 -4.43984 2.03850
H 4.93145 -2.62181 1.75880
H 5.90799 -4.76283 2.52404
H 4.43646 -6.70507 2.97429
H 1.98485 -6.47760 2.66672
H 1.02369 -4.32541 1.89587
```

Record 3
Here is one molecule with the formula C5H8N2O from the OMol25 dataset. Energies are from ωB97M-V with the def2-TZVPD basis set.

For the total energy, the calculation gives -380.04428 Ha. As for the SMILES: NCCc1cnco1. The gap between HOMO and LUMO is 10.14 eV. The lowest unoccupied orbital energy is 0.0359 hartree. The charge is 0.

```
16
C5H8N2O (ωB97M-V with the def2-TZVPD basis set)
N -1.10857 0.07521 -1.85942
C -0.33519 1.16369 -1.34805
C -0.31238 1.19338 0.22524
C 0.09859 -0.11704 0.84085
C -0.48985 -1.23842 1.26912
N 0.54289 -2.10269 1.75906
C 1.62720 -1.42495 1.55689
O 1.41895 -0.21005 0.94533
H -1.08050 -0.02658 -2.85750
H -0.68879 -0.76876 -1.38122
H -0.69220 2.11398 -1.74251
H 0.74205 1.12976 -1.67845
H -1.31202 1.56864 0.70390
H 0.44499 1.95521 0.48863
H -1.50274 -1.61226 1.35753
H 2.64758 -1.69912 1.72061
```

Record 4
Here is a 2-piece molecular cluster, C3H9N overall from the OMol25 dataset. Energies are from ωB97M-V with the def2-TZVPD basis set.

For the total energy, the calculation gives -174.39483 Ha. As for the SMILES: C=N.CC. The gap between HOMO and LUMO is 10.77 eV. The lowest unoccupied orbital energy is 0.0357 hartree. The charge is 0.

```
13
C3H9N (ωB97M-V with the def2-TZVPD basis set)
C 2.29971 0.55394 1.61964
N 2.54186 1.38937 2.53044
H 3.12885 0.19992 0.98274
H 1.31975 0.12276 1.36616
H 1.72861 1.97604 2.71847
C -1.68307 -0.51224 -1.90947
C -1.11384 -0.57357 -0.45863
H -0.83519 -0.96734 -2.42806
H -1.84243 0.48842 -2.28132
H -2.60542 -1.08514 -1.98332
H -0.17501 -0.02379 -0.39926
H -1.78771 -0.02776 0.22529
H -0.97610 -1.54060 0.01732
```